{"formula": "C32H43BrCoN4O9Si2", "method": "ωB97M-V with the def2-TZVPD basis set", "s2": 4.107, "spin_multiplicity": 4, "e_homo_ha": [-0.0184, -0.1137], "charge": -2, "e_lumo_ev": [4.039, 4.158], "relative_energy_kj_mol": 119.8, "gap_ev": [4.54, 7.25], "elements": ["Co", "Br", "C", "C", "C", "C", "C", "N", "C", "O", "O", "H", "H", "H", "C", "C", "C", "C", "Si", "C", "C", "C", "C", "C", "C", "C", "C", "H", "H", "H", "H", "H", "H", "H", "H", "H", "H", "H", "H", "H", "H", "H", "H", "H", "H", "H", "H", "H", "H", "H", "H", "H", "H", "H", "O", "N", "O", "C", "C", "C", "C", "O", "C", "C", "N", "O", "O", "N", "O", "O", "H", "H", "C", "Si", "C", "C", "C", "C", "C", "C", "C", "H", "H", "H", "H", "H", "H", "H", "H", "H", "H", "H"], "xyz": [[-0.341, 0.139, -0.379], [-0.103, -3.771, -0.237], [-1.701, -2.983, -0.882], [-2.560, -3.756, -1.647], [-3.693, -3.138, -2.145], [-3.928, -1.806, -1.842], [-3.005, -1.135, -1.062], [-1.899, -1.720, -0.593], [-3.218, 0.316, -0.653], [-4.332, 0.801, -0.821], [-2.202, 0.877, -0.129], [-2.319, -4.784, -1.869], [-4.380, -3.694, -2.771], [-4.790, -1.260, -2.196], [1.085, -0.456, 4.537], [0.690, -0.941, 3.134], [1.992, -1.151, 2.370], [0.066, -2.337, 3.267], [-0.447, 0.320, 2.110], [0.043, 2.195, 2.466], [-0.709, 3.124, 1.497], [-0.224, 2.707, 3.889], [1.522, 2.410, 2.171], [-2.268, 0.050, 2.860], [-3.259, 1.182, 2.526], [-2.274, -0.062, 4.395], [-2.899, -1.235, 2.300], [1.705, -1.230, 5.013], [0.234, -0.272, 5.189], [1.686, 0.451, 4.495], [2.642, -1.852, 2.914], [2.541, -0.225, 2.251], [1.808, -1.566, 1.376], [0.816, -3.013, 3.702], [-0.209, -2.745, 2.294], [-0.810, -2.372, 3.909], [-1.785, 3.112, 1.654], [-0.538, 2.876, 0.452], [-0.356, 4.152, 1.655], [-1.285, 2.727, 4.126], [0.141, 3.741, 3.960], [0.287, 2.127, 4.657], [1.742, 2.114, 1.151], [2.190, 1.861, 2.834], [1.764, 3.477, 2.265], [-3.044, 2.092, 3.086], [-4.266, 0.856, 2.820], [-3.281, 1.427, 1.468], [-1.838, 0.811, 4.878], [-1.765, -0.946, 4.770], [-3.320, -0.129, 4.724], [-3.150, -1.115, 1.249], [-3.833, -1.443, 2.840], [-2.257, -2.111, 2.394], [-1.931, 2.218, -7.725], [-1.675, 1.040, -7.518], [-1.662, 0.198, -8.410], [-1.363, 0.630, -6.160], [-1.255, 1.598, -5.163], [-0.929, 1.202, -3.855], [-0.708, -0.196, -3.503], [-0.429, -0.582, -2.346], [-0.883, -1.128, -4.597], [-1.189, -0.706, -5.904], [-0.787, -2.532, -4.395], [-0.964, -3.283, -5.368], [-0.440, -2.980, -3.303], [-0.827, 2.210, -2.904], [-0.418, 1.977, -1.720], [-1.096, 3.388, -3.240], [-1.409, 2.640, -5.377], [-1.301, -1.440, -6.682], [2.336, -1.614, -1.897], [2.015, 0.058, -1.055], [2.284, 1.361, -2.407], [3.730, 0.243, -0.157], [4.469, -0.874, 0.249], [5.732, -0.759, 0.814], [6.311, 0.493, 0.979], [5.621, 1.617, 0.550], [4.358, 1.484, -0.016], [3.364, -1.635, -2.269], [1.647, -1.766, -2.726], [2.195, -2.460, -1.220], [1.706, 1.098, -3.294], [3.344, 1.388, -2.676], [1.965, 2.357, -2.099], [4.044, -1.863, 0.132], [6.266, -1.649, 1.128], [7.294, 0.589, 1.426], [6.068, 2.599, 0.652], [3.853, 2.377, -0.365]], "atomic_forces_ev_per_a": [[-0.5964, 0.2908, -0.6389], [-0.0652, -0.1155, 0.0347], [-0.0705, 0.1859, 0.0925], [-0.1011, -0.0719, 0.0392], [0.0248, -0.0541, 0.0399], [0.0531, 0.0632, -0.0139], [-0.0720, -0.0351, -0.0483], [0.1706, -0.2615, -0.1091], [0.1382, -0.0188, -0.1926], [-0.0587, 0.0217, 0.0442], [-0.0501, -0.1779, -0.2432], [0.0134, 0.0205, -0.0146], [0.0069, 0.0008, -0.0137], [-0.0208, -0.0123, 0.0194], [-0.0328, -0.0542, -0.0293], [0.0273, 0.0665, -0.0968], [0.0581, -0.1016, -0.0581], [0.0101, -0.0141, -0.0234], [-0.1324, 0.2223, 0.5512], [-0.0591, -0.0639, -0.0187], [-0.0739, -0.0189, 0.0284], [0.0218, -0.0429, -0.0417], [0.1464, 0.0165, 0.0160], [-0.0221, 0.0527, -0.2563], [-0.0477, 0.0066, 0.0615], [-0.0097, -0.0294, -0.0578], [-0.0536, -0.0020, -0.0037], [-0.0041, 0.0032, 0.0010], [-0.0344, 0.0291, 0.0129], [0.0389, 0.0892, -0.0142], [-0.0170, 0.0028, 0.0060], [0.1472, 0.1660, -0.1224], [0.0191, 0.0175, 0.0113], [0.0108, 0.0070, -0.0052], [0.0191, 0.0126, 0.0684], [0.0063, 0.0131, 0.0182], [-0.0076, 0.0034, -0.0169], [0.0232, -0.0393, -0.0933], [0.0012, -0.0081, 0.0222], [-0.1098, -0.0081, 0.0177], [-0.0024, -0.0074, -0.0006], [0.0152, -0.0393, 0.0356], [0.1614, -0.0746, -0.2289], [0.0432, -0.0675, 0.0765], [0.0001, -0.0202, 0.0050], [0.0458, 0.0713, 0.0886], [0.0052, 0.0023, 0.0435], [-0.0585, 0.0391, 0.2398], [0.0377, 0.0467, 0.0483], [0.0253, -0.0271, 0.0179], [0.0101, 0.0028, 0.0079], [-0.0205, -0.0550, 0.3513], [0.0001, 0.0117, 0.0225], [-0.0956, 0.0346, -0.0589], [0.0122, -0.0967, 0.0095], [0.0346, 0.0417, -0.0888], [-0.0408, 0.0560, 0.0527], [0.0484, -0.1466, 0.1611], [-0.0072, 0.0233, 0.0409], [0.0007, 0.2965, 0.0382], [-0.2233, 0.0366, -0.0884], [0.2259, 0.0035, 0.2032], [-0.1893, 0.2228, -0.0360], [-0.0676, -0.1351, -0.0568], [0.8377, -0.1005, -0.1605], [-0.2992, 0.0824, 0.1103], [-0.1677, -0.0680, -0.2647], [-0.0395, -0.1996, -0.1711], [0.1672, 0.0091, 0.4468], [0.0660, 0.0026, -0.0211], [0.0061, 0.0179, 0.0423], [0.0138, -0.0127, -0.0189], [-0.0733, -0.0274, 0.0713], [0.6707, -0.1902, -0.2379], [-0.1081, -0.0186, 0.0322], [-0.1895, 0.0150, 0.1690], [-0.0791, 0.0185, 0.1184], [0.0167, 0.0075, 0.0125], [0.0100, 0.0000, -0.0249], [0.0006, -0.0172, -0.0043], [-0.0815, 0.0128, 0.0807], [0.0124, 0.0205, -0.0042], [-0.0273, -0.0153, 0.0155], [0.0860, 0.0507, -0.0529], [-0.0130, 0.0464, -0.0044], [-0.0036, -0.0634, -0.0248], [0.0210, 0.0126, -0.0049], [-0.0099, -0.0064, 0.0170], [-0.0020, -0.0049, -0.0064], [0.0044, -0.0039, -0.0027], [-0.0111, 0.0061, -0.0051], [-0.0659, 0.0447, 0.0361]], "lowdin_spin": [2.324, 0.002, 0.003, 0.001, 0.000, 0.000, 0.002, 0.021, 0.001, 0.002, 0.008, 0.000, 0.000, 0.000, -0.006, -0.020, 0.001, -0.001, -0.137, -0.018, 0.000, -0.006, 0.001, -0.023, 0.000, -0.007, -0.002, -0.001, 0.000, 0.000, 0.000, 0.000, 0.002, 0.000, 0.000, 0.000, 0.000, 0.001, 0.000, 0.000, -0.001, 0.000, 0.001, 0.000, 0.000, 0.000, 0.000, 0.000, 0.000, 0.000, -0.002, 0.000, 0.000, 0.000, -0.017, -0.004, 0.000, 0.022, 0.208, 0.019, -0.010, -0.009, 0.035, 0.139, 0.033, 0.025, 0.050, 0.181, 0.174, 0.164, 0.018, 0.009, -0.020, -0.111, -0.021, -0.012, -0.003, 0.000, -0.003, 0.000, -0.003, -0.003, 0.000, 0.000, -0.001, -0.003, 0.000, 0.000, 0.000, 0.000, 0.000, 0.000]}